(a)
Density functional theory data (the ωB97M-V functional and the def2-TZVPD basis) for C3H4FN3S in the gas phase.

CARTESIAN COORDINATES (ANGSTROEM)
S: -2.199 0.154 0.834
F: -0.958 1.058 -2.544
N: -2.260 0.507 -0.841
N: 0.182 -0.823 2.024
N: 1.426 -0.151 -0.805
C: -1.088 0.507 -1.386
C: 0.175 -0.009 -0.305
C: -0.388 -0.197 0.894
H: 1.347 -0.078 -1.793
H: 0.374 -0.115 2.707
H: 2.269 0.450 -0.585
H: 1.120 -1.303 1.800

Properties
LUMO energy: 0.61 eV
Structure (SMILES): Nc1snc(F)c1N
Charge: 0
Multiplicity: 1

Atomic partial charges in e from the Mulliken method, atoms 1 to 4:
1. S 0.01
2. F -0.23
3. N -0.45
4. N -0.58

(b)
Density functional theory data (the ωB97M-V functional and the def2-TZVPD basis) for a 2-piece molecular cluster, C3H4FN3S overall.

CARTESIAN COORDINATES (ANGSTROEM)
S: -0.256 -3.452 0.506
F: -2.197 -0.119 0.785
N: -0.926 -2.045 0.701
N: 1.658 -0.605 0.369
N: -0.362 2.319 -0.869
C: 0.577 1.480 -0.350
C: 0.688 0.333 0.135
C: -1.044 -0.837 0.648
H: 1.220 -1.346 0.862
H: 1.801 -1.144 -0.507
H: -0.738 3.134 -0.400
H: -0.421 2.282 -1.879

Properties
LUMO energy (spin up / spin down): -0.89 / -1.39 eV
Structure (SMILES): FC#[N+][S-].NC#CN
Charge: 0
Multiplicity: 1

Atomic partial charges in e from the Mulliken method, atoms 1 to 4:
1. S -0.16
2. F -0.21
3. N -0.18
4. N -0.59

Stability check: which of them is most stable? (a).

(a)
Density functional theory data (the ωB97M-V functional and the def2-TZVPD basis) for a 6-piece molecular cluster, CH14NO6 overall.

CARTESIAN COORDINATES (ANGSTROEM)
O: 2.623 -1.229 -0.034
O: -1.000 0.495 0.327
O: -4.161 -0.319 0.183
O: 0.167 -1.638 0.905
O: -0.446 1.746 2.547
O: 4.803 0.188 -1.206
N: -0.467 -0.093 -1.867
C: -1.336 0.827 -0.982
H: -2.397 0.732 -1.113
H: -0.624 1.687 1.567
H: 4.290 -0.407 -0.623
H: 1.946 -1.119 0.672
H: -0.315 -0.757 0.495
H: -0.653 -1.057 -1.673
H: -1.134 1.941 -1.040
H: -0.609 0.798 2.645
H: 0.282 -1.181 1.751
H: 0.447 0.256 -1.622
H: 4.128 0.871 -1.310
H: -3.342 -0.152 0.678
H: 2.404 -2.113 -0.345
H: -4.606 0.525 0.045

Properties
LUMO energy: 3.60 eV
Charge: -1
Multiplicity: 1

Atomic partial charges in e from the Mulliken method, atoms 1 to 4:
1. O -0.69
2. O -0.75
3. O -0.69
4. O -0.89

(b)
Density functional theory data (the ωB97M-V functional and the def2-TZVPD basis) for a 6-piece molecular cluster, CH14NO6 overall.

CARTESIAN COORDINATES (ANGSTROEM)
O: -1.952 2.257 -0.274
O: -0.219 -2.556 2.096
O: -1.231 -2.168 -0.349
O: 0.023 0.206 -0.049
O: 2.283 -0.823 0.959
O: 0.553 2.056 1.761
N: -0.217 0.581 -2.463
C: 0.615 0.590 -1.232
H: 2.783 0.001 1.016
H: 0.951 1.657 -1.028
H: -0.489 -1.535 -0.223
H: 0.055 1.383 1.227
H: -0.747 -3.131 1.532
H: 0.022 -1.750 1.655
H: 1.408 -0.430 0.661
H: 1.494 -0.041 -1.423
H: -1.189 0.609 -2.179
H: -2.397 1.414 -0.163
H: 0.012 -0.300 -2.904
H: 1.268 1.567 2.165
H: -2.025 -1.650 -0.552
H: -1.001 2.063 -0.232

Properties
LUMO energy: 3.66 eV
Charge: -1
Multiplicity: 1

Atomic partial charges in e from the Mulliken method, atoms 1 to 4:
1. O -0.65
2. O -0.70
3. O -0.70
4. O -0.94

Stability check: which of them is most stable? (b).

(a)
Density functional theory data (the ωB97M-V functional and the def2-TZVPD basis) for C44H46As2N3O2RuS3 as an isolated structure.

CARTESIAN COORDINATES (ANGSTROEM)
Ru: 0.778 -1.383 -0.203
As: 1.517 0.900 0.351
As: -1.151 -1.500 1.360
S: -1.564 -1.951 -1.546
S: 0.629 -0.244 -3.014
S: 2.133 -2.027 1.567
O: 2.543 -1.143 -1.213
O: 4.603 -1.628 -1.840
N: 0.851 -3.484 -0.657
N: -1.614 1.072 -2.554
N: -0.883 1.107 -4.735
C: -3.158 -4.153 -1.020
C: 3.667 2.701 -2.750
C: 0.767 2.102 1.690
C: 4.445 -1.021 2.584
C: -0.013 0.760 -5.852
C: -1.465 -1.078 5.554
C: -0.263 3.600 3.803
C: -3.754 -5.066 -0.165
C: -2.868 3.167 -2.984
C: 0.593 3.473 1.553
C: 0.073 4.216 2.607
C: -2.363 -3.123 -0.506
C: -2.784 -3.966 1.735
C: 3.309 1.916 -1.660
C: -4.562 1.777 1.193
C: -0.999 -1.743 3.284
C: 3.470 -1.981 -1.576
C: -0.766 -2.178 6.027
C: 3.093 -3.454 -1.683
C: -1.584 -0.863 4.186
C: 3.157 0.536 1.291
C: -0.063 2.233 3.952
C: 1.129 2.940 -1.661
C: 2.767 3.610 -3.284
C: 5.386 -0.037 2.824
C: -0.301 -2.848 3.766
C: 2.045 2.051 -1.102
C: -3.569 -4.984 1.211
C: -2.912 1.648 -2.867
C: 3.314 -0.743 1.812
C: -3.838 -0.465 1.685
C: 0.447 1.490 2.900
C: -2.286 1.126 0.783
C: 1.206 1.661 -5.962
C: -4.840 0.495 1.648
C: -2.189 -3.048 0.879
C: -3.284 2.092 0.758
C: 1.618 -3.743 -1.897
C: -2.551 -0.151 1.258
C: -0.186 -3.065 5.131
C: -0.698 0.686 -3.474
C: 1.491 3.723 -2.745
C: 5.221 1.244 2.306
C: 4.099 1.526 1.547
H: 0.362 -3.925 5.493
H: 3.052 4.221 -4.132
H: 6.261 -0.271 3.416
H: 0.161 -3.544 3.078
H: -2.132 0.000 3.829
H: 1.817 1.362 -6.815
H: 5.961 2.010 2.492
H: -1.296 1.375 0.432
H: -5.343 2.527 1.177
H: 1.192 -3.112 -2.678
H: 0.118 3.004 -1.275
H: -2.181 3.502 -3.764
H: -0.665 4.183 4.621
H: -0.059 5.285 2.492
H: 0.912 2.704 -6.099
H: -1.681 1.687 -4.932
H: -0.623 0.819 -6.755
H: 0.876 3.978 0.640
H: -0.096 -3.836 -0.766
H: -4.033 -5.706 1.870
H: 0.616 0.425 3.030
H: 3.953 2.521 1.142
H: -3.055 3.089 0.404
H: 1.292 -3.995 0.105
H: -3.580 1.364 -2.054
H: 0.294 -0.277 -5.723
H: 4.582 -2.017 2.986
H: -0.673 -2.345 7.093
H: -5.839 0.241 1.980
H: -0.302 1.743 4.887
H: -3.299 -4.228 -2.091
H: 1.810 1.586 -5.059
H: 3.438 -3.942 -0.765
H: -4.366 -5.858 -0.578
H: -1.572 0.506 -1.716
H: -3.858 3.564 -3.210
H: -1.924 -0.385 6.248
H: -2.639 -3.886 2.806
H: -4.064 -1.463 2.041
H: 3.682 -3.875 -2.496
H: 0.776 4.415 -3.174
H: 1.485 -4.786 -2.197
H: -3.323 1.190 -3.774
H: -2.529 3.603 -2.043
H: 4.651 2.587 -3.186
H: 4.001 1.177 -1.275

Properties
LUMO energy (spin up / spin down): 0.44 / -0.64 eV
Charge: 0
Multiplicity: 2

Atomic partial charges in e from the Mulliken method, atoms 1 to 4:
1. Ru 1.51
2. As 2.11
3. As 2.44
4. S -0.31

(b)
Density functional theory data (the ωB97M-V functional and the def2-TZVPD basis) for C44H46As2N3O2RuS3 as an isolated structure.

CARTESIAN COORDINATES (ANGSTROEM)
Ru: -0.390 -0.013 -0.280
As: -3.041 -0.025 0.229
As: -0.491 -2.177 -1.646
S: 1.834 -0.282 -1.269
S: -0.616 2.095 1.002
S: -0.672 1.100 -2.482
O: -0.741 -1.567 1.152
O: -0.802 -2.978 2.826
N: -2.471 2.469 -3.811
N: -1.961 3.287 -1.707
N: 1.552 0.379 1.404
C: -5.881 1.114 -2.636
C: -3.863 -0.950 2.877
C: -2.905 4.383 -1.725
C: -0.275 -4.448 0.135
C: 1.331 -1.967 -5.468
C: -4.068 -3.606 2.103
C: -3.020 -2.166 -3.006
C: 2.349 -1.060 -5.199
C: -2.279 2.478 1.421
C: -4.800 1.058 -1.773
C: 1.335 -0.235 2.708
C: -2.093 -4.370 -2.743
C: -3.606 -1.310 1.564
C: 2.417 -4.900 -0.332
C: 1.732 -5.678 0.586
C: -4.070 -2.694 -3.738
C: -4.140 -4.058 -3.963
C: -0.205 -2.146 2.173
C: 0.407 -3.665 -0.790
C: 2.505 -0.523 -3.933
C: -5.549 -1.065 -0.952
C: 0.386 -5.452 0.819
C: -3.153 -4.894 -3.466
C: -3.376 1.675 1.103
C: -2.405 5.581 -2.521
C: 0.627 -1.827 -3.185
C: -4.665 2.074 1.459
C: -3.689 -2.645 1.188
C: -1.193 1.820 -5.828
C: 0.464 -2.350 -4.456
C: -2.363 1.524 -4.905
C: -4.622 -0.033 -0.924
C: -2.026 -2.998 -2.507
C: -6.638 -1.001 -1.807
C: -4.878 3.266 2.122
C: -2.512 3.690 2.092
C: 1.225 -1.749 2.532
C: -1.794 2.373 -2.658
C: 1.639 -0.903 -2.909
C: 1.761 -3.890 -1.017
C: -4.338 -3.243 3.412
C: -3.787 4.072 2.435
C: -6.804 0.079 -2.656
C: -4.226 -1.922 3.798
H: 2.420 0.030 0.997
H: -4.838 -2.036 -4.122
H: -4.417 -1.638 4.824
H: 1.213 -2.372 -6.462
H: 1.876 -2.068 1.711
H: -3.073 4.659 -0.682
H: -1.496 5.978 -2.075
H: 3.018 -0.753 -5.989
H: -1.670 4.320 2.335
H: -5.507 1.436 1.214
H: -0.332 -3.054 -4.662
H: 3.468 -5.072 -0.514
H: -1.146 1.074 -6.617
H: -3.776 0.084 3.194
H: -3.874 4.031 -2.099
H: -7.653 0.120 -3.323
H: -2.955 3.333 -4.000
H: 3.280 0.201 -3.733
H: -4.963 -4.471 -4.528
H: -6.012 1.972 -3.281
H: -1.314 -4.251 0.360
H: -5.877 3.564 2.399
H: -5.445 -1.917 -0.287
H: 2.304 -3.282 -1.733
H: -1.317 -5.027 -2.368
H: -1.408 3.123 -0.863
H: 2.129 0.027 3.423
H: -2.263 0.527 -4.470
H: 2.250 -6.454 1.129
H: -1.292 2.801 -6.291
H: -2.961 -1.094 -2.835
H: -0.145 -6.031 1.557
H: -0.257 1.786 -5.273
H: -4.610 -3.997 4.136
H: 1.525 -2.282 3.434
H: -3.313 1.560 -5.442
H: 1.642 1.388 1.502
H: -2.174 5.319 -3.551
H: -3.203 -5.959 -3.645
H: -3.155 6.366 -2.532
H: -7.358 -1.808 -1.810
H: -4.098 1.885 -1.736
H: -3.440 -2.940 0.170
H: -4.126 -4.643 1.802
H: 0.393 0.172 3.096
H: -3.938 5.008 2.954

Properties
LUMO energy (spin up / spin down): -0.05 / -0.01 eV
Charge: 0
Multiplicity: 2

Atomic partial charges in e from the Mulliken method, atoms 1 to 4:
1. Ru 0.53
2. As 2.32
3. As 2.38
4. S -0.72

Stability check: which of them is most stable? (a).

(a)
Density functional theory data (the ωB97M-V functional and the def2-TZVPD basis) for a 2-piece molecular cluster, CH6N2O2S overall.

CARTESIAN COORDINATES (ANGSTROEM)
S: 1.708 -0.007 -0.073
O: -1.361 -1.113 -0.079
O: 1.692 -0.995 0.939
N: 1.536 -0.179 -1.577
N: 2.446 1.276 0.399
C: -1.933 0.128 0.403
H: -2.797 0.037 0.991
H: 1.153 -1.036 -1.904
H: 2.464 2.134 -0.311
H: -1.099 -1.646 0.658
H: -2.392 0.587 -0.484
H: -1.417 0.813 1.038

Properties
LUMO energy: -0.46 eV
Structure (SMILES): N=S(=N)=O.CO
Charge: 0
Multiplicity: 1

Atomic partial charges in e from the Mulliken method, atoms 1 to 4:
1. S 0.86
2. O -0.49
3. O -0.46
4. N -0.46

(b)
Density functional theory data (the ωB97M-V functional and the def2-TZVPD basis) for a 2-piece molecular cluster, CH6N2O2S overall.

CARTESIAN COORDINATES (ANGSTROEM)
S: 2.403 1.316 0.180
O: 1.845 -1.842 0.477
O: 2.607 -1.261 -0.409
N: 0.878 1.365 -0.395
N: 0.433 -2.154 -0.140
C: -0.267 1.523 0.499
H: -0.970 0.750 0.492
H: 0.199 1.775 1.557
H: 0.639 -2.470 -1.115
H: 0.170 -3.038 0.310
H: -0.930 2.465 0.217
H: 0.838 1.250 -1.396

Properties
LUMO energy (spin up / spin down): -0.22 / -0.57 eV
Charge: 0
Multiplicity: 1

Atomic partial charges in e from the Mulliken method, atoms 1 to 4:
1. S -0.14
2. O 0.06
3. O -0.27
4. N -0.15

Stability check: which of them is most stable? (a).